12
Properties=species:S:1:pos:R:3:forces:R:3:lowdin_charge:R:1 method="wB97M-V/def2-TZVPD" energy_ha=-629.34435 gap_ev=9.7 spin_multiplicity=1 lumo_ev=0.735
C -0.699 -0.473 1.033 1.5683 0.2419 -2.1350 -0.19
C 0.215 -0.059 0.124 -1.1153 0.2771 1.3292 -0.45
C -0.636 0.375 -1.006 -1.1543 -0.3338 0.2764 -0.23
C 1.673 -0.148 0.189 1.4473 1.0804 -2.1337 -0.06
O -2.906 0.789 0.453 -1.8320 1.4718 0.3646 -0.54
S -2.121 -0.316 -0.041 1.9130 -0.6461 0.1381 0.91
H -0.403 -0.951 1.916 -0.5042 -0.6732 1.4730 0.07
H -0.841 1.455 -1.114 0.3300 -0.6561 -0.4432 0.11
H -0.498 -0.286 -1.854 0.1473 0.6911 -0.8479 0.08
H 2.248 0.826 0.033 -1.0938 -0.6660 1.0674 0.11
H 2.010 -0.527 -0.834 -0.2370 -0.7737 1.5035 0.11
H 1.958 -0.684 1.100 0.5306 -0.0133 -0.5924 0.08